Density functional theory data (ωB97M-V/def2-TZVPD) for a molecular structure, C25H35F5O6P2PdS at a distorted geometry.

Atoms and positions in Å:
Pd -1.22551 -0.73540 0.78425
F 3.03352 -2.39869 5.91857
C 2.02238 -1.78554 5.28277
C 1.27212 -2.46399 4.32473
F 1.54398 -3.74652 4.05034
C 0.25195 -1.80814 3.66260
F -0.47676 -2.48710 2.75870
C -0.06561 -0.46009 3.89591
S -1.30072 0.34483 3.01468
C 0.69004 0.18561 4.88906
F 0.43212 1.47036 5.19623
C 1.70904 -0.46040 5.57047
F 2.42035 0.20499 6.49361
C -1.87529 1.11883 -5.41865
C -0.74335 0.70032 -4.48821
C 0.37796 0.01307 -5.25858
O -1.28943 -0.21746 -3.54120
P -1.19967 -0.11534 -1.95100
O -2.20636 -1.05211 -1.44922
C 0.58993 -0.34311 -1.61219
P 1.14640 0.07045 0.07703
O 1.09051 -1.01361 1.07283
O 0.36391 1.38515 0.51967
C 0.99775 2.66284 0.73846
C 1.36285 2.78406 2.21069
C 0.03759 3.75231 0.29848
O 2.64834 0.53620 -0.22713
C 3.70770 0.16778 0.67699
C 4.19341 -1.23315 0.33971
C 4.80433 1.21398 0.53749
O -1.46936 1.42010 -1.56557
C -2.83203 1.76062 -1.21222
C -3.10079 3.17806 -1.70045
C -3.03269 1.60571 0.28995
H -1.52270 1.84761 -6.14327
H -2.69351 1.54865 -4.84683
H -2.24757 0.24087 -5.94042
H -0.35284 1.57475 -3.95274
H -0.01793 -0.86995 -5.75333
H 1.17462 -0.29622 -4.58660
H 0.79135 0.68475 -6.00702
H 1.17668 0.24101 -2.31904
H 0.80970 -1.40110 -1.76795
H 1.90300 2.70461 0.12151
H 0.46815 2.70454 2.82424
H 1.84623 3.73962 2.40532
H 2.05130 1.98807 2.49111
H -0.84373 3.75064 0.93460
H -0.25827 3.57836 -0.72949
H 0.52818 4.71688 0.37589
H 3.30622 0.17063 1.69804
H 4.48347 -1.28118 -0.70674
H 3.39778 -1.94867 0.52935
H 5.04811 -1.48550 0.95866
H 5.20930 1.19812 -0.47189
H 5.59595 0.99890 1.24962
H 4.40971 2.20757 0.73443
H -3.50392 1.06080 -1.72758
H -2.47941 3.89060 -1.16559
H -4.14553 3.42487 -1.53750
H -2.88811 3.25867 -2.76351
H -2.42401 2.31630 0.84872
H -2.74647 0.56589 0.59316
H -4.08003 1.76411 0.54234
C -2.80246 -5.30754 -0.32029
C -1.60995 -4.87817 -0.87330
C -1.07449 -3.65068 -0.50684
C -1.74537 -2.85811 0.40670
C -2.92694 -3.29045 0.98113
C -3.45415 -4.52268 0.61372
H -3.22203 -6.25982 -0.61458
H -1.08805 -5.49425 -1.59118
H -0.13653 -3.33338 -0.95295
H -3.44209 -2.68585 1.72307
H -4.37226 -4.86794 1.06819

The highest occupied orbital energy (alpha / beta) is -0.26008 / -0.25921 Eh. As for the total charge: 0. As for the multiplicity: 1. The calculation puts the energy at -85260.0739 eV. The calculation puts the relative energy (zero: lowest compared OMol25 entry of this formula, charge and spin) at 59.4 kcal/mol.